a) Below is the ion C4H9NP with charge +1, with properties calculated with ωB97M-V with the def2-TZVPD basis set.

```
15
C4H9NP (ωB97M-V with the def2-TZVPD basis set)
C -1.86766 -0.36166 0.24857
C -0.83153 -0.94229 0.85737
C 0.50578 -1.02185 0.34907
C 1.05602 -0.02954 -0.63642
N 0.89836 1.40856 -0.08064
P 0.62117 1.08092 -1.89136
H -1.91329 0.01410 -0.74420
H -2.75876 -0.47695 0.71577
H -1.01485 -1.09141 1.87978
H 1.32356 -1.03663 1.19842
H 0.69463 -1.97373 -0.07953
H 2.15107 -0.24419 -0.74174
H 1.79677 1.84477 0.34027
H 0.02784 1.93287 0.11731
H -0.68910 0.89702 -1.53267
```

Properties
E_HOMO = -0.5108 Ha
net charge = +1
SMILES = C=CC[C@@H]1[NH2+]P1
2S+1 = 1

b) Below is a structure of composition C4H9NP, with properties calculated with ωB97M-V with the def2-TZVPD basis set.

```
15
C4H9NP (ωB97M-V with the def2-TZVPD basis set)
C -0.78311 0.29907 0.99320
C 0.95803 -1.21700 -0.23393
C -0.51429 -0.66879 -0.12728
C -0.07924 1.30452 0.13427
N -0.56499 0.55140 -1.08856
P 2.00983 0.31453 0.06338
H -1.91202 0.57149 1.02937
H -0.24416 0.05026 2.02198
H 1.01324 -1.95697 0.45408
H 0.99182 -1.76338 -1.12622
H -1.16578 -1.34280 -0.53446
H -0.20708 2.44257 0.24079
H -0.11707 0.48934 -2.00557
H -1.48521 0.64481 -1.41557
H 2.10001 0.28093 1.59453
```

Properties
E_HOMO = -0.5128 Ha
net charge = +1
2S+1 = 1

Result of the stability comparison: a) is the least stable of them.

a) Below is the ion C7H13N2OS with charge +1, with properties calculated with ωB97M-V with the def2-TZVPD basis set.

```
24
C7H13N2OS (ωB97M-V with the def2-TZVPD basis set)
N 2.78222 1.70793 0.49628
C 1.86526 0.86908 -0.01547
N 0.71675 0.59671 0.54774
S 0.28204 1.33735 2.04602
C -0.04942 -0.38381 -0.33067
C -1.06865 -1.31095 0.29954
C -2.46099 -0.78380 0.57364
C -3.04814 0.33398 -0.15685
O -2.62656 0.41485 1.26356
C 1.14976 -1.13176 -0.92718
C 2.09450 0.03364 -1.24582
H 2.46405 2.38389 1.18162
H 3.37497 2.15945 -0.18910
H -0.81269 0.58869 2.21556
H -0.43439 0.21949 -1.15661
H -0.66267 -1.69838 1.23830
H -1.20386 -2.13012 -0.40769
H -3.16627 -1.56807 0.85259
H -4.12307 0.41828 -0.23218
H -2.47272 1.10158 -0.65380
H 1.62520 -1.78138 -0.19398
H 0.81344 -1.67880 -1.80473
H 3.14327 -0.25781 -1.24149
H 1.81797 0.55991 -2.15927
```

Properties
E_HOMO = -0.4843 Ha
net charge = +1
SMILES = NC1=[N+](S)[C@H](C[C@@H]2CO2)CC1
2S+1 = 1

b) Below is the ion C7H13N2OS with charge +1, with properties calculated with ωB97M-V with the def2-TZVPD basis set.

```
24
C7H13N2OS (ωB97M-V with the def2-TZVPD basis set)
C -2.25669 1.10995 -1.07408
S -0.63135 1.10797 -1.74172
C 0.47084 0.36770 -0.43708
C 1.99938 0.45398 -0.95657
C 2.33803 -0.21383 -2.19669
O 2.70507 1.22672 -0.45401
C 0.06069 -0.98493 0.18870
N -0.43785 -0.57610 1.59968
C -0.97892 -1.61020 2.31679
C -0.19450 0.70242 1.74160
N 0.35293 1.28554 0.70674
H -2.89392 1.50956 -1.86978
H -2.47939 1.87276 -0.19945
H -2.78299 0.22297 -0.91326
H 1.73732 -1.10443 -2.47815
H 3.33140 -0.71649 -2.00679
H 2.56176 0.61281 -2.90564
H -0.67679 -1.39996 -0.52101
H 0.92413 -1.67015 0.19474
H -2.12854 -1.54948 2.32830
H -0.66932 -2.46766 1.81815
H -0.60730 -1.64815 3.46567
H -0.33701 1.27021 2.64959
H 0.59298 2.19878 0.74426
```

Properties
E_HOMO = -0.4748 Ha
net charge = +1
SMILES = CS[C@]1(C(C)=O)CN(C)C=[NH+]1
2S+1 = 1

Result of the stability comparison: b) is the least stable of them.